{
  "formula": "C36H63BN3O13S6",
  "method": "wB97M-V/def2-TZVPD",
  "symbols": ["S", "S", "S", "S", "S", "S", "O", "O", "O", "O", "O", "O", "O", "O", "O", "O", "O", "O", "O", "N", "N", "N", "C", "C", "C", "C", "C", "C", "C", "C", "C", "C", "C", "C", "C", "C", "C", "C", "C", "C", "C", "C", "C", "C", "C", "C", "C", "C", "C", "C", "C", "C", "C", "C", "C", "C", "C", "C", "B", "H", "H", "H", "H", "H", "H", "H", "H", "H", "H", "H", "H", "H", "H", "H", "H", "H", "H", "H", "H", "H", "H", "H", "H", "H", "H", "H", "H", "H", "H", "H", "H", "H", "H", "H", "H", "H", "H", "H", "H", "H", "H", "H", "H", "H", "H", "H", "H", "H", "H", "H", "H", "H", "H", "H", "H", "H", "H", "H", "H", "H", "H", "H"],
  "xyz": [[-1.96, -8.05, -4.57], [1.82, 9.89, 4.21], [-1.18, 2.83, -2.59], [-3.03, -2.72, -0.94], [8.08, 8.37, 3.55], [1.00, 8.03, -1.33], [7.49, 8.74, 4.81], [-4.09, -3.22, -1.80], [1.11, 10.84, 5.04], [1.27, 9.26, -2.04], [-1.28, 1.52, -3.19], [1.66, 6.79, -1.68], [1.13, 8.89, 3.43], [-1.64, 3.10, -1.24], [8.29, 9.33, 2.49], [-3.02, -8.55, -5.41], [-2.22, -3.60, -0.13], [-1.15, -8.93, -3.74], [-4.01, -12.07, 2.62], [0.32, -11.10, 1.95], [-4.15, -13.17, 0.42], [0.42, -10.32, 0.89], [-3.78, -8.65, 0.85], [-1.83, -10.59, -0.08], [-5.70, -7.42, -0.97], [3.08, 9.09, 5.19], [-0.76, 7.75, -1.31], [-0.48, -10.03, -0.06], [-0.75, 4.94, -4.16], [2.95, 10.78, 3.13], [-4.50, -7.09, 2.84], [-2.91, -10.24, -1.12], [-0.90, -11.67, 1.97], [-1.95, -1.67, -1.91], [-2.04, -11.51, 1.06], [0.54, 4.12, -4.09], [-3.84, -9.12, -0.53], [-1.05, 7.30, 0.12], [9.63, 7.53, 3.88], [-4.82, -8.49, -1.44], [0.51, 3.41, -2.74], [-1.90, 4.03, -3.71], [4.36, 10.45, 3.63], [1.18, 8.30, 0.43], [7.21, 6.94, 2.91], [-1.10, -5.58, -5.05], [9.23, 6.07, 4.03], [8.22, 5.79, 2.91], [-0.22, 8.22, 1.02], [-2.61, -6.75, -3.54], [-3.69, -1.43, 0.10], [-2.18, -0.24, -1.41], [-1.54, -5.66, -3.58], [-2.63, -0.34, 0.06], [-5.64, -6.96, 0.43], [-4.67, -7.56, 1.34], [4.31, 9.07, 4.29], [-0.87, -7.01, -5.54], [-3.43, -12.29, 1.35], [0.55, 3.38, -4.90], [-2.11, 7.36, 0.35], [-2.33, 3.49, -4.55], [-1.25, 8.70, -1.53], [1.19, 2.56, -2.69], [-3.08, -9.07, 1.61], [4.20, 8.30, 3.52], [1.83, 7.52, 0.83], [5.08, 10.48, 2.81], [-0.19, -4.97, -5.16], [6.86, 7.16, 1.90], [7.73, 4.83, 3.04], [-3.55, -13.84, -0.06], [-1.12, -7.12, -6.60], [-4.68, -12.59, -0.25], [-1.03, 7.01, -2.06], [-3.43, -6.74, 2.92], [-0.93, 5.33, -5.16], [8.75, 5.76, 1.95], [-0.20, -9.31, -0.87], [0.70, 4.10, -1.93], [-2.80, -7.13, -2.54], [-0.19, 7.86, 2.05], [-6.31, -6.16, 0.83], [-4.57, -8.00, 3.50], [-0.67, 9.22, 1.04], [-1.93, -4.71, -3.22], [-0.73, 6.26, 0.26], [4.67, 11.20, 4.37], [-4.62, -1.08, -0.35], [-6.43, -6.92, -1.64], [-2.19, -1.77, -2.96], [5.22, 8.86, 4.85], [-3.54, -6.40, -3.99], [-0.92, -1.99, -1.73], [-3.88, -1.81, 1.10], [-1.07, -12.34, 2.85], [1.34, -9.86, 0.81], [-2.67, 4.59, -3.18], [-2.42, -9.98, -2.09], [10.28, 7.68, 3.02], [-3.01, 0.61, 0.42], [2.74, 8.09, 5.48], [-1.88, -5.10, -5.64], [2.80, 10.42, 2.11], [-3.57, -11.14, -1.29], [3.25, 9.70, 6.08], [-3.93, -11.10, 2.76], [-5.23, -6.29, 3.11], [-4.87, -8.80, -2.51], [1.64, 9.28, 0.60], [6.37, 6.74, 3.57], [10.09, 7.95, 4.78], [0.15, -7.34, -5.36], [-1.29, 0.36, -1.51], [1.43, 4.74, -4.19], [8.76, 5.90, 5.00], [-2.97, 0.23, -2.00], [10.10, 5.41, 3.96], [-0.69, -5.95, -2.96], [-0.67, 5.79, -3.48], [2.74, 11.85, 3.19], [-1.78, -0.62, 0.68]],
  "lowdin_charge": [0.670, 0.688, 0.680, 0.647, 0.663, 0.673, -0.326, -0.343, -0.315, -0.319, -0.343, -0.335, -0.331, -0.322, -0.319, -0.316, -0.341, -0.355, 0.133, 0.122, 0.160, 0.023, -0.004, -0.081, -0.037, -0.222, -0.228, 0.070, -0.203, -0.210, -0.057, -0.077, -0.025, -0.215, 0.037, -0.209, -0.175, -0.211, -0.229, -0.049, -0.221, -0.211, -0.200, -0.227, -0.226, -0.206, -0.221, -0.215, -0.225, -0.230, -0.232, -0.239, -0.210, -0.206, -0.016, -0.220, -0.230, -0.216, -0.501, 0.120, 0.119, 0.107, 0.113, 0.111, 0.099, 0.115, 0.108, 0.117, 0.118, 0.106, 0.115, 0.086, 0.108, 0.082, 0.072, 0.088, 0.122, 0.119, 0.165, 0.100, 0.086, 0.091, 0.110, 0.079, 0.126, 0.101, 0.119, 0.125, 0.110, 0.108, 0.105, 0.086, 0.120, 0.107, 0.107, 0.146, 0.191, 0.105, 0.105, 0.111, 0.119, 0.109, 0.123, 0.086, 0.123, 0.112, 0.100, 0.081, 0.119, 0.084, 0.097, 0.111, 0.106, 0.076, 0.121, 0.121, 0.117, 0.117, 0.122, 0.082, 0.108, 0.122],
  "total_energy_ha": -4965.6147,
  "e_lumo_ev": -4.644,
  "total_charge": 1
}

=====

{
  "formula": "C37H25Br3Cl7N4OTi",
  "method": "wB97M-V/def2-TZVPD",
  "symbols": ["Br", "Br", "Br", "Ti", "Cl", "Cl", "Cl", "Cl", "Cl", "Cl", "Cl", "O", "N", "N", "N", "N", "C", "C", "C", "C", "C", "C", "C", "C", "C", "C", "C", "C", "C", "C", "C", "C", "C", "C", "C", "C", "C", "C", "C", "C", "C", "C", "C", "C", "C", "C", "C", "C", "C", "C", "C", "C", "C", "H", "H", "H", "H", "H", "H", "H", "H", "H", "H", "H", "H", "H", "H", "H", "H", "H", "H", "H", "H", "H", "H", "H", "H", "H"],
  "xyz": [[2.45, -1.11, 7.48], [3.87, 4.33, 3.25], [-4.01, 4.81, 2.48], [-0.09, -0.44, 0.40], [-4.37, -5.30, 2.41], [1.35, 3.07, -1.65], [-2.89, -5.25, -0.35], [1.88, 2.31, -4.43], [-2.52, -0.43, 3.58], [-1.17, -2.81, -1.12], [-4.15, -2.87, 4.31], [-0.99, 0.36, -1.52], [1.20, -1.66, 1.55], [1.18, 1.19, 1.18], [-1.40, 1.23, 1.14], [1.41, -1.12, -0.99], [2.06, -1.31, 5.65], [2.78, -2.77, -2.77], [1.78, -2.60, 0.80], [0.79, -0.70, 3.72], [-3.31, -2.85, 2.81], [2.57, -3.19, -1.48], [-3.54, 2.27, 1.32], [-2.72, 1.23, 0.95], [-1.29, -0.70, -4.07], [-1.41, 1.12, -2.40], [-1.34, -1.17, -5.37], [-1.76, 1.53, -4.85], [-1.59, -0.29, -6.41], [2.79, -2.21, 4.88], [-1.49, 0.65, -3.80], [1.07, -0.55, 5.07], [3.36, 1.97, 1.77], [-1.59, 3.40, 2.12], [-2.52, -1.76, 2.44], [1.65, -0.73, -2.25], [2.34, -1.49, -3.16], [2.79, 3.06, 2.40], [-1.79, -1.70, 1.24], [-1.80, 1.06, -6.15], [0.64, 2.25, 1.79], [2.52, -2.35, 3.53], [1.41, 3.21, 2.41], [1.92, -2.33, -0.58], [-0.84, 2.31, 1.70], [-2.96, 3.37, 1.93], [-1.99, -2.82, 0.43], [1.49, -1.61, 2.94], [-2.76, -3.93, 0.74], [2.52, 3.12, -3.00], [-3.42, -3.95, 1.96], [-1.85, 2.52, -2.08], [2.51, 1.06, 1.17], [4.43, 1.83, 1.75], [-1.18, -2.22, -5.57], [2.22, -3.50, 1.22], [-1.13, 4.26, 2.57], [2.71, 4.16, -3.24], [3.58, -2.79, 5.34], [-1.64, 2.76, -1.04], [3.29, -3.41, -3.47], [2.90, -4.16, -1.14], [-4.61, 2.21, 1.16], [3.42, 2.61, -2.68], [0.01, -0.12, 3.26], [-3.13, 0.34, 0.49], [2.90, 0.18, 0.68], [1.26, 0.24, -2.54], [-1.92, 2.58, -4.66], [-2.93, 2.61, -2.27], [-1.62, -0.65, -7.43], [-1.10, -1.38, -3.24], [-2.00, 1.74, -6.96], [-1.35, 3.24, -2.72], [0.96, 4.06, 2.91], [3.13, -3.02, 2.95], [0.50, 0.15, 5.66], [2.51, -1.12, -4.16]],
  "lowdin_spin": [0.004, 0.004, 0.003, 1.083, 0.002, 0.000, -0.001, 0.000, 0.003, 0.005, -0.001, 0.015, 0.142, 0.005, 0.002, 0.094, 0.016, 0.049, 0.225, 0.019, -0.002, 0.043, -0.001, 0.009, 0.002, 0.004, 0.000, 0.000, 0.001, -0.002, 0.000, -0.002, -0.002, 0.000, 0.005, 0.029, 0.066, 0.013, -0.012, 0.000, 0.012, 0.016, -0.001, 0.079, 0.008, 0.008, 0.004, 0.007, -0.002, 0.000, 0.007, 0.001, 0.015, 0.000, 0.000, 0.012, 0.000, 0.000, 0.000, 0.000, 0.001, 0.000, 0.000, 0.000, 0.004, 0.001, 0.002, 0.001, 0.000, 0.000, 0.000, 0.000, 0.000, 0.000, 0.000, 0.003, 0.000, 0.003],
  "total_energy_ha": -13511.9959,
  "e_lumo_ev": [-3.402, -3.592],
  "relative_energy_ev": 0.671,
  "multiplicity": 3,
  "total_charge": 1
}